Entry 1:
Below is 40 unconnected molecules or ions with the total composition H80O40, with properties calculated with ωB97M-V/def2-TZVPD.

XYZ file:
```
120
Properties=species:S:1:pos:R:3
H -1.3215 1.3571 6.4835
H -1.3118 2.7129 5.5961
O -1.5916 2.1864 6.3739
H 3.5950 2.3679 1.7574
H 4.1167 2.0079 3.2231
O 4.2050 1.8580 2.3366
H 5.0961 -1.7951 -2.9175
H 3.8313 -1.2712 -3.7519
O 4.6209 -1.0130 -3.1954
H -2.2564 3.5267 -3.2844
H -2.7955 2.0774 -3.0226
O -2.2649 2.6709 -3.6288
H 2.4352 -2.5064 -4.2590
H 3.5187 -3.2120 -4.9278
O 3.1922 -2.4261 -4.8472
H -1.9326 5.3979 0.6606
O -1.9064 5.1227 -0.1493
H 2.2923 2.8210 0.6034
O 2.1280 1.8092 0.6149
H -1.4019 -3.6532 -4.4274
H -1.0158 -3.8289 -5.7958
O -1.8071 -3.9985 -5.2251
H -0.0780 -4.0486 3.3509
H -0.4953 -5.3400 3.3257
O 0.1914 -5.0059 3.8442
H 0.2640 -1.4783 -3.7293
H -0.8494 -2.1782 -3.0360
O -0.2224 -2.4167 -3.7611
H -0.9085 2.9969 3.5314
H 0.3357 2.3542 4.2035
O -0.1617 3.0879 3.9827
H -0.5483 -5.2057 0.3930
O -1.5418 -4.8277 0.6301
H -5.5877 -2.2351 -0.9781
H -5.4294 -2.1515 -2.4896
O -5.7919 -2.7340 -1.8216
H 0.6891 -6.3521 -1.8772
H 1.1528 -4.9107 -1.8991
O 0.9576 -5.7283 -2.5232
H -5.0759 -0.4850 2.2289
H -6.2583 0.5461 2.5539
O -6.0052 -0.3211 2.1425
H 2.8963 -0.3643 -1.0207
H 4.3363 0.1755 -1.7433
O 3.4291 0.4664 -1.2762
H 1.2878 6.0336 -2.6080
H 0.8303 4.6659 -3.3335
O 0.5065 5.5706 -2.9974
H 5.4519 1.4748 -1.8218
H 5.2528 0.5830 -3.1865
O 5.8046 1.2376 -2.7416
H 1.1186 -2.7358 -2.4008
O 2.0851 -2.5894 -2.2675
H -5.3445 -2.4965 1.2979
H -4.6287 -3.0483 2.3277
O -5.5357 -3.0672 2.0070
H 1.1446 -0.1509 5.3358
O 1.3095 -0.8929 4.7051
H 1.1309 4.5190 2.9224
H 1.1852 4.0669 1.4471
O 1.2370 4.8565 1.9914
H 0.2613 -0.1746 1.2780
H 1.4380 0.4724 1.9044
O 0.4787 0.4338 2.1231
H -3.0409 -3.3413 -3.8826
H -3.3213 -4.4279 -3.0153
O -2.9351 -3.5996 -3.0139
H 2.1856 3.2871 -1.6382
H 1.4525 4.3661 -0.5379
O 2.3348 4.0795 -0.9352
H 3.0829 -2.3865 1.8570
H 3.6776 -3.1112 0.5110
O 3.4143 -2.4488 1.1066
H -3.1977 3.6885 -0.5325
H -4.1020 4.0502 -1.7075
O -3.3884 3.5758 -1.4911
H -3.0895 0.5302 5.4643
H -2.7525 0.3205 3.9662
O -3.0945 -0.1273 4.8009
H -1.8931 -0.0619 -2.0127
H -0.5718 0.1412 -1.8327
O -1.1448 -0.6188 -1.6887
H 3.6178 0.2371 3.9401
H 4.9771 0.1538 4.9825
O 4.0186 0.5387 4.8099
H 1.3493 2.7996 -6.2564
H -0.0646 2.0589 -6.6054
O 0.8622 1.9874 -6.2119
H -3.3272 -2.7774 0.3488
O -3.0081 -2.2310 -0.2043
H 1.7915 -2.2208 0.9331
H 0.0486 -2.0250 0.6912
O 0.9300 -2.3845 0.3236
H 2.0163 -2.3749 -1.3425
H -1.1179 5.1148 -0.5740
H 1.9130 -1.4386 5.2947
H 2.8651 1.2177 0.1186
H -1.5544 -4.5221 1.5303
H -3.0645 -2.5844 -1.1191
O 5.2993 -1.3356 2.0847
H 5.6803 -0.7878 1.4066
H 4.8431 -0.6833 2.6110
O -3.1103 1.7574 2.9745
H -3.5482 1.2098 2.3577
H -3.6727 2.3935 3.4327
O 0.4966 1.3691 -1.3986
H 0.5925 2.0024 -2.2538
H 1.4608 1.1002 -1.4205
O -3.4176 0.2910 0.1267
H -2.7722 -0.4038 -0.0417
H -4.3841 0.0821 0.1588
O -1.2706 -2.2590 3.4791
H -2.1921 -2.4949 3.7510
H -0.7594 -1.9634 4.2700
O 2.0247 2.0563 -3.7651
H 2.6435 1.3638 -3.7194
H 1.9891 2.0054 -4.7226
O -1.5941 4.8829 2.5163
H -1.3789 5.8275 2.8184
H -0.6730 4.6189 2.2110
```

Output
- HOMO (eV) = -10.7
- E (hartree) = -3057.16150
- energy above the lowest of the compared OMol25 structures with the same formula, charge and spin (eV) = 16.2137

***

Entry 2:
Below is 40 unconnected molecules or ions with the total composition H80O40, with properties calculated with ωB97M-V/def2-TZVPD.

XYZ file:
```
120
Properties=species:S:1:pos:R:3
H 2.0644 -4.3935 3.4551
H 0.6990 -4.7600 4.1458
O 1.6657 -4.8360 4.2348
H -1.4453 4.1616 -1.6195
H -1.0443 5.3275 -1.1093
O -1.4208 5.0428 -1.9857
H 2.1925 2.2148 2.7432
H 2.1499 3.6068 1.9023
O 2.6260 2.7582 2.0947
H -1.9849 -1.3910 -4.4736
H -2.3680 -1.5633 -2.9579
O -2.7326 -1.4452 -3.8424
H -0.2507 -1.9787 -1.4489
H -0.0570 -0.4905 -2.1995
O -0.6888 -1.1247 -1.6478
H -1.3328 -2.8795 2.8650
O -1.6583 -3.1096 2.0056
H 0.2135 -1.9006 -4.3905
O 1.1279 -1.7048 -4.6309
H 1.5450 5.3383 -0.1196
H 2.0174 3.9989 -0.6898
O 1.8536 4.9393 -0.9741
H 3.2411 -1.8579 2.1043
H 3.6804 -3.1294 1.4525
O 2.8744 -2.6524 1.6886
H 1.7935 -2.1948 -0.9207
H 3.1586 -2.2315 -1.8258
O 2.5469 -2.6940 -1.0853
H -5.5990 -0.5132 -2.8848
H -6.3195 0.1538 -1.6397
O -5.9641 -0.7324 -2.0236
H -0.3628 0.0984 5.1984
O 0.3301 0.2136 5.8937
H 1.2868 3.9810 -2.6098
H 0.4451 2.9473 -2.1222
O 1.2974 3.0286 -2.6060
H -2.5751 0.0420 4.5487
H -1.8173 0.0232 3.1068
O -1.8085 -0.2253 4.0619
H -2.7525 0.6969 1.0770
H -3.7477 -0.3462 1.7430
O -3.0229 0.3141 1.9159
H -2.6539 1.7754 -2.7584
H -2.1068 2.7724 -4.0358
O -1.9574 2.1715 -3.3033
H 5.3162 -2.2682 -2.9381
H 5.3766 -3.0561 -1.5305
O 4.8939 -2.4240 -2.0877
H 2.1496 0.9340 -2.6487
H 2.3426 1.8037 -1.5998
O 1.9006 0.9639 -1.7272
H 0.3201 1.2344 0.9572
O -0.3594 0.8355 0.4287
H 2.8458 -4.3595 -1.5643
H 4.0100 -4.7329 -2.6024
O 3.2892 -5.0593 -2.0367
H 4.5916 -0.0646 -1.8221
O 4.1957 -0.2990 -2.6470
H 0.5797 -0.6951 1.9778
H 0.1547 0.6354 2.6354
O 0.8018 -0.0602 2.7115
H -4.2758 -1.1995 -1.1525
H -3.1093 -2.0317 -0.6601
O -3.5705 -1.1461 -0.5231
H -5.1348 -3.4331 2.7510
H -4.1718 -2.2532 2.3215
O -4.7789 -2.5776 2.9501
H -0.6293 0.5356 -3.5454
H -0.4071 1.0104 -5.0574
O -0.7710 0.3169 -4.4447
H -3.7403 0.2252 -2.1517
H -3.7656 1.1964 -0.8766
O -4.0079 1.0772 -1.8216
H -1.3859 2.0971 0.0483
H -2.6446 2.9085 -0.3167
O -1.9575 2.8505 0.3605
H 0.0447 -5.7338 -0.8678
H -0.0591 -4.4939 -1.6225
O -0.0352 -4.8051 -0.7259
H 3.9902 2.1114 0.9676
H 5.1309 3.1039 0.0541
O 4.4335 2.5000 0.2054
H 1.2981 -2.3973 3.4237
H 0.9255 -2.8422 4.9398
O 0.7736 -2.1375 4.1860
H 2.6256 3.6705 3.8684
H 3.9529 3.9954 3.3949
O 3.3733 4.1972 4.1114
H 0.6357 2.8180 -4.4191
O 0.0243 2.6399 -5.1629
H 1.3345 0.6718 -6.8127
H 2.2765 1.8090 -6.0128
O 1.8890 0.9324 -6.1131
H -0.1272 -0.1186 0.4327
H -1.6732 -2.4569 1.2882
H 3.3599 0.1794 -2.5712
H 0.9128 -0.8310 -4.9660
H 0.4891 -0.7379 5.8430
H -0.8270 3.0140 -4.9066
O 0.0549 4.9207 3.1016
H -0.9032 5.0378 2.8657
H 0.1127 4.2622 3.9076
O 0.3537 -2.0955 0.4222
H 1.2445 -2.3088 0.8558
H -0.3534 -2.6950 0.6840
O 1.4484 -5.7702 -3.5868
H 2.3491 -5.7236 -3.2267
H 1.3189 -4.8991 -3.9417
O -4.6821 2.3346 0.4019
H -4.6923 3.0618 1.0629
H -4.3630 1.6897 1.1031
O -4.5071 -0.2893 4.7240
H -4.9315 -1.1151 4.4841
H -3.8603 -0.4857 5.3922
O 3.3968 -0.3616 3.0294
H 3.4857 0.5102 2.5540
H 2.5889 -0.2097 3.5959
O -1.2548 3.3965 4.5753
H -1.5827 2.8596 3.8328
H -1.1045 2.8552 5.3974
```

Output
- HOMO (eV) = -10.3
- E (hartree) = -3057.34707
- energy above the lowest of the compared OMol25 structures with the same formula, charge and spin (eV) = 11.1641